Record 1
The ion C4H10N3 with charge +1. Source: the OMol25 dataset; level of theory: ωB97M-V/def2-TZVPD.

Last column: Löwdin charge in e.
Cartesian coordinates (Å):
C -0.8313 2.0132 0.0826  0.03
C 0.1683 0.8753 0.0438  -0.33
N 1.4062 1.0898 -0.0509  0.11
C 2.0815 -0.1445 -0.0721  -0.08
N 0.9339 -1.2252 0.0900  0.17
N -0.3078 -0.4200 0.2541  -0.06
C -1.4831 -1.1521 -0.0511  -0.01
H -1.4481 2.1997 -0.7745  0.10
H -0.3630 2.9033 0.1597  0.06
H -1.6475 1.9323 0.7317  0.07
H 2.4870 -0.4297 -1.0843  0.15
H 2.8362 -0.1171 0.8283  0.18
H 0.6814 -1.8297 -0.6211  0.13
H 1.0085 -1.8605 0.8570  0.17
H -1.3448 -1.4869 -1.0174  0.08
H -1.7588 -1.9107 0.5667  0.07
H -2.4188 -0.4373 0.0576  0.17

- Total energy: -322.3301 hartree
- Energy relative to the best compared isomer or geometry (same formula, charge and spin): 342.47 kJ/mol
- Structure (SMILES): CC1=NC[NH2+]N1C
- Total charge: +1
- Orbital gap: 10.5 eV

---

Record 2
The molecule C4H4OS. Source: the OMol25 dataset; level of theory: ωB97M-V/def2-TZVPD.

Last column: Löwdin charge in e.
Cartesian coordinates (Å):
C -1.3413 0.0736 0.4449  -0.02
C 0.0118 0.5853 0.1296  -0.48
O 0.3146 1.7121 0.2780  0.13
C 0.7264 -0.4968 -0.5885  -0.14
C 1.9701 -0.4318 -0.6395  -0.63
S 3.4322 -0.2876 -0.0939  0.80
H -1.4329 -0.9870 0.4282  0.07
H -1.7268 0.4971 1.3244  0.07
H -2.0769 0.4971 -0.2275  0.10
H 0.1229 -1.1620 -1.0557  0.09

- Total energy: -628.1667 hartree
- Energy relative to the best compared isomer or geometry (same formula, charge and spin): 179.33 kJ/mol
- Structure (SMILES): CC(=O)C=C=S
- Total charge: 0
- Orbital gap: 8.6 eV

---

Record 3
The ion C10H18F3N2 with charge +1. Source: the OMol25 dataset; level of theory: ωB97M-V/def2-TZVPD.

Last column: Löwdin charge in e.
Cartesian coordinates (Å):
C 2.0508 -2.1498 -0.1980  -0.11
N 1.0590 -1.8061 -1.2223  -0.11
C -0.3009 -1.7837 -0.7078  -0.22
C -0.5690 -0.6591 0.3306  -0.19
C -2.0128 -1.0790 0.8850  -0.09
C -3.0468 0.0080 0.4524  -0.06
N -2.3197 0.8204 -0.6056  0.09
C -0.9004 0.7463 -0.1726  -0.26
C 0.1054 1.5459 -1.0465  -0.11
C 1.1004 2.3429 -0.1518  -0.10
C 2.2138 1.4731 0.3621  -0.23
F 2.8513 0.7599 -0.5860  0.07
C 2.6021 1.4115 1.6705  -0.32
F 3.7005 1.9514 2.0825  0.20
F 1.8810 0.7750 2.5504  0.17
H 3.0313 -2.1604 -0.6934  0.09
H 1.9144 -3.1538 0.2368  0.09
H 2.1308 -1.3661 0.5603  0.05
H 1.1229 -2.4838 -1.9751  0.11
H -0.9685 -1.6295 -1.5775  0.13
H -0.6201 -2.7441 -0.2591  0.12
H 0.1804 -0.7371 1.1164  0.13
H -1.9837 -1.1962 1.9719  0.13
H -2.4303 -1.9981 0.4621  0.11
H -3.9659 -0.3995 0.0336  0.13
H -3.1865 0.7528 1.2412  0.14
H -2.5496 1.8145 -0.5472  0.18
H -2.4800 0.5496 -1.5799  0.19
H -0.9189 1.3276 0.7689  0.15
H -0.4920 2.2750 -1.6232  0.12
H 0.6262 0.8601 -1.7232  0.12
H 0.5980 2.8079 0.7053  0.13
H 1.5766 3.1245 -0.7604  0.14

- Total energy: -800.5527 hartree
- Structure (SMILES): CNC[C@@H]1CC[NH2+][C@@H]1CCC(F)=C(F)F
- Total charge: +1
- Orbital gap: 7.7 eV

---

Record 4
The molecule C3H8S. Source: the OMol25 dataset; level of theory: ωB97M-V/def2-TZVPD.

Last column: Löwdin charge in e.
Cartesian coordinates (Å):
C -1.5663 -0.3437 0.2250  -0.12
C -0.2698 -0.2989 -0.5953  -0.34
C 0.8764 0.2422 0.2751  -0.60
S 2.1641 0.8581 -0.8387  0.69
H -2.3649 -0.8454 -0.3315  0.07
H -1.8940 0.6415 0.5477  0.07
H -1.4089 -0.9641 1.1077  0.07
H -0.0008 -1.3253 -0.8523  0.11
H -0.4268 0.3707 -1.4412  0.09
H 1.2742 -0.5773 0.8647  0.07
H 0.5433 0.9993 0.9803  0.07
H 3.0737 1.2431 0.0585  -0.16

- Total energy: -517.2774 hartree
- Energy relative to the best compared isomer or geometry (same formula, charge and spin): 8.39 kJ/mol
- Structure (SMILES): CCCS
- Total charge: 0
- Orbital gap: 10.0 eV

---

Record 5
The molecule H3PSSi. Source: the OMol25 dataset; level of theory: ωB97M-V/def2-TZVPD.

Last column: Löwdin charge in e.
Cartesian coordinates (Å):
Si -0.6572 -0.0552 0.0053  0.20
P 1.0561 -1.0120 1.1211  0.33
S 2.6818 0.3183 -0.2774  -0.14
H -0.6322 0.0128 -1.5498  -0.08
H -1.9475 -0.4827 0.0565  -0.18
H -0.5010 1.2188 0.6443  -0.13

- Total energy: -1030.6809 hartree
- Energy relative to the best compared isomer or geometry (same formula, charge and spin): 254.78 kJ/mol
- Structure (SMILES): [SiH3]P=S
- Total charge: 0
- Orbital gap (alpha / beta): 6.1 / 6.0 eV

---

Record 6
A cluster of 4 separate species, C24H60N4 in total. Source: the OMol25 dataset; level of theory: ωB97M-V/def2-TZVPD.

Last column: Löwdin charge in e.
Cartesian coordinates (Å):
C 0.9503 -2.8992 -0.4333  -0.09
C 2.0703 -1.9859 -0.8825  -0.26
N 2.3956 -1.9856 -2.3146  -0.18
C 3.2630 -3.1157 -2.6602  -0.27
C 3.9853 -2.9358 -3.9883  -0.09
C 1.2114 -1.9638 -3.1656  -0.26
C 0.3236 -0.7652 -2.9063  -0.09
H 1.1210 -3.9380 -0.7213  0.08
H -0.0578 -2.5927 -0.7115  0.06
H 0.9418 -2.9069 0.6639  0.07
H 1.8682 -0.9489 -0.5898  0.09
H 2.9493 -2.2483 -0.2895  0.11
H 3.9969 -3.2431 -1.8662  0.11
H 2.6606 -4.0438 -2.7083  0.11
H 4.6944 -3.7528 -4.1334  0.07
H 3.3334 -2.8583 -4.8536  0.06
H 4.5928 -2.0261 -3.9399  0.08
H 0.6089 -2.8794 -3.0270  0.12
H 1.5590 -1.9400 -4.1965  0.10
H -0.4118 -0.6283 -3.7043  0.08
H 0.8768 0.1650 -2.7861  0.07
H -0.3036 -0.9322 -2.0254  0.05
C 4.5363 0.7437 2.7601  -0.08
C 4.6656 2.1124 2.0736  -0.28
N 3.7488 2.3247 0.9889  -0.20
C 3.5020 3.7391 0.7223  -0.27
C 4.6724 4.5476 0.1882  -0.08
C 4.1373 1.5758 -0.2148  -0.23
C 3.1078 1.7187 -1.3478  -0.08
H 3.5177 0.5141 3.0722  0.05
H 5.2139 0.7174 3.6136  0.07
H 4.8203 -0.0666 2.0831  0.06
H 4.5294 2.8842 2.8377  0.12
H 5.7323 2.2114 1.7871  0.11
H 2.6367 3.8181 0.0570  0.10
H 3.1191 4.1561 1.6608  0.11
H 4.3917 5.6037 0.1811  0.07
H 5.5407 4.4574 0.8407  0.07
H 4.9148 4.2660 -0.8354  0.07
H 4.1503 0.5231 0.0608  0.10
H 5.1134 1.9296 -0.5748  0.11
H 3.3067 2.6028 -1.9599  0.07
H 2.1001 1.8541 -0.9586  0.05
H 3.2069 0.8341 -1.9766  0.06
C -1.4661 1.9954 -0.5024  -0.07
C -1.2743 2.7946 0.7935  -0.26
N -0.8572 1.9517 1.8907  -0.19
C 0.5227 1.4962 1.7506  -0.25
C 0.7139 0.0298 2.1648  -0.07
C -1.1476 2.5300 3.2005  -0.27
C -2.5783 2.3127 3.6266  -0.09
H -0.5420 1.4856 -0.7706  0.04
H -1.7288 2.6826 -1.3101  0.07
H -2.2743 1.2726 -0.3918  0.06
H -0.5581 3.6112 0.5795  0.12
H -2.2222 3.2701 1.0502  0.11
H 0.8438 1.6772 0.7295  0.07
H 1.2095 2.0927 2.3682  0.11
H -0.0781 -0.6394 1.8404  0.07
H 1.6455 -0.3187 1.7015  0.05
H 0.8897 -0.0214 3.2396  0.07
H -0.8707 3.6041 3.2324  0.12
H -0.4439 2.1160 3.9309  0.11
H -2.7503 2.6532 4.6479  0.07
H -2.7717 1.2379 3.6362  0.07
H -3.2529 2.7971 2.9239  0.06
C -7.1862 -1.4641 -0.5865  -0.08
C -6.1782 -2.5927 -0.3037  -0.25
N -4.7796 -2.2340 -0.1174  -0.20
C -4.5338 -1.4207 1.0599  -0.28
C -5.0951 -2.0198 2.3452  -0.09
C -4.1847 -1.6259 -1.3092  -0.26
C -3.8571 -2.6787 -2.3655  -0.09
H -6.9293 -0.8101 -1.4170  0.06
H -7.3957 -0.8464 0.2904  0.07
H -8.1332 -1.9617 -0.8167  0.07
H -6.5419 -3.1421 0.5640  0.10
H -6.2131 -3.2927 -1.1436  0.11
H -4.9247 -0.3888 0.9718  0.12
H -3.4510 -1.3355 1.1890  0.11
H -4.6524 -1.4846 3.1849  0.07
H -4.7719 -3.0597 2.4393  0.08
H -6.1814 -1.9786 2.3758  0.06
H -4.8219 -0.8250 -1.6991  0.11
H -3.2287 -1.2278 -0.9637  0.10
H -3.0133 -2.3682 -2.9850  0.06
H -3.5248 -3.5877 -1.8612  0.08
H -4.7045 -2.9292 -3.0031  0.06

- Total energy: -1169.3827 hartree
- Energy relative to the best compared isomer or geometry (same formula, charge and spin): 4.97 kJ/mol
- Structure (SMILES): CCN(CC)CC.CCN(CC)CC.CCN(CC)CC.CCN(CC)CC
- Total charge: 0
- Orbital gap: 9.0 eV

---

Record 7
The molecule HNO3S. Source: the OMol25 dataset; level of theory: ωB97M-V/def2-TZVPD.

Last column: Löwdin charge in e.
Cartesian coordinates (Å):
N -0.9383 0.4185 -1.0205  -0.12
O -1.0645 0.9200 -2.0827  0.05
O 0.3134 0.4811 -0.4545  -0.40
O -0.4650 -1.0028 1.6698  -0.51
S 0.5151 -0.0405 1.2129  0.95
H 1.6394 -0.7763 0.6749  0.03

- Total energy: -679.1064 hartree
- Energy relative to the best compared isomer or geometry (same formula, charge and spin): 119.52 kJ/mol
- Total charge: 0
- Orbital gap: 10.6 eV

---

Record 8
The molecule C17H21FN4O. Source: the OMol25 dataset; level of theory: ωB97M-V/def2-TZVPD.

Last column: Löwdin charge in e.
Cartesian coordinates (Å):
C 1.4259 -3.1809 0.2586  -0.02
N 1.3678 -1.7837 0.7113  -0.14
N 0.2167 -1.2170 1.1952  0.13
C 0.4272 0.0789 1.3310  -0.15
C -0.6967 1.0408 1.7236  -0.45
C -0.2382 2.5104 2.0602  -0.03
C -1.3796 0.5236 3.0161  -0.04
N -1.6475 1.0782 0.6052  0.13
C -1.4056 1.4309 -0.7120  -0.42
O -0.3348 1.9187 -1.0404  0.07
C -2.4220 1.0852 -1.7963  -0.09
C -3.1704 -0.2527 -1.9925  -0.16
C -2.7228 -1.5116 -1.1952  -0.15
N -1.2608 -1.5931 -1.4471  -0.03
C -0.8972 -0.8237 -2.6818  -0.14
C -2.0575 0.1243 -2.9160  -0.19
C 1.8127 0.3986 0.8649  -0.08
C 2.5904 1.5737 0.8015  0.00
C 3.8870 1.4908 0.3087  -0.01
C 4.3898 0.2981 -0.2140  -0.28
F 5.5938 0.2574 -0.7981  0.07
C 3.6453 -0.8599 -0.1131  0.06
C 2.3465 -0.8268 0.4477  -0.15
H 2.4825 -3.5138 0.1896  0.09
H 0.9029 -3.8657 0.9533  0.09
H 0.9302 -3.2229 -0.7510  0.09
H 0.0146 3.1044 1.1541  0.08
H 0.6303 2.4911 2.7071  0.08
H -1.0647 3.0323 2.5617  0.08
H -1.7395 -0.4828 2.8735  0.06
H -0.6258 0.4988 3.8622  0.11
H -2.1785 1.2221 3.3333  0.09
H -2.5174 0.5685 0.7439  0.13
H -2.9374 1.9524 -2.1790  0.13
H -4.1784 -0.1767 -2.4471  0.14
H -3.2341 -2.4360 -1.5503  0.11
H -2.8615 -1.4487 -0.1290  0.09
H -0.7049 -1.2409 -0.6679  0.05
H -0.7903 -1.4908 -3.5393  0.11
H 0.0086 -0.2711 -2.5388  0.10
H -2.3361 0.4068 -3.9021  0.13
H 2.2034 2.5374 1.1009  0.10
H 4.4701 2.3679 0.2794  0.10
H 4.0558 -1.7926 -0.4716  0.11

- Total energy: -1054.4959 hartree
- Energy relative to the best compared isomer or geometry (same formula, charge and spin): 44.60 kJ/mol
- Structure (SMILES): Cn1nc(C(C)(C)NC(=O)[C@@H]2[C@@H]3CNC[C@@H]32)c2ccc(F)cc21
- Total charge: 0
- Orbital gap: 9.1 eV

---

Record 9
The ion C5H9IN with charge +1. Source: the OMol25 dataset; level of theory: ωB97M-V/def2-TZVPD.

Last column: Löwdin charge in e.
Cartesian coordinates (Å):
N 1.2139 1.3868 0.7108  0.15
C 0.0462 0.4952 0.7521  -0.26
C -0.9838 0.7002 -0.3211  -0.16
C -1.2105 -0.6353 -1.0585  -0.16
C -0.1769 -1.6042 -0.5151  -0.19
C 0.6953 -1.2224 0.3597  -0.74
I 2.2994 -1.9253 1.3468  1.02
H 1.9687 0.9938 1.3921  0.15
H 1.0593 2.4272 0.7890  0.20
H 1.6845 1.0490 -0.2050  0.20
H -0.4615 0.2645 1.7128  0.15
H -0.6702 1.4906 -0.9780  0.11
H -2.0301 0.7437 0.1127  0.14
H -1.0146 -0.5502 -2.1806  0.15
H -2.2040 -1.1022 -0.8530  0.13
H -0.2156 -2.5114 -1.0646  0.11

- Total energy: -548.0297 hartree
- Energy relative to the best compared isomer or geometry (same formula, charge and spin): 156.56 kJ/mol
- Structure (SMILES): [NH3+][C@H]1CCC=C1I
- Total charge: +1
- Orbital gap: 9.4 eV

---

Which value of total energy does entry 4 give? -517.2774 hartree

---

Which value of total energy does entry 7 give? -679.1064 hartree